182
Properties=species:S:1:pos:R:3:forces:R:3:lowdin_charge:R:1 method="wB97M-V/def2-TZVPD" total_energy_ha=-3108.019855 lumo_energy_ev=0.48 homo_ev=-8.661 homo_lumo_gap_ev=9.145 fmax_ev_per_a=1.96
C -2.204994 -1.356718 8.036503 -0.5969 0.2967 0.2044 -0.079
C -1.931634 -2.098121 6.730968 1.3430 0.0751 0.8875 -0.417
C -0.795385 -1.397994 5.962133 -0.6043 0.0908 -0.3179 -0.211
O -0.446747 -2.187104 4.832490 -0.1711 -0.0394 0.0902 -0.196
C 0.387551 -1.503316 3.927880 0.1403 0.0990 -0.4908 -0.109
N -1.513151 -3.480229 7.098027 0.9431 0.7342 -0.8438 0.039
H -2.729460 -0.408853 7.892398 0.1626 0.0553 -0.1061 0.073
H -1.302454 -1.162486 8.621360 0.2045 0.0474 -0.3148 0.078
H -2.833099 -1.940255 8.712431 -0.1217 -0.2056 -0.2712 0.077
H -2.798705 -2.082272 6.067987 -0.1003 -0.3738 0.1519 0.125
H 0.125960 -1.243102 6.533286 -0.1765 0.0341 0.4508 0.134
H -1.190221 -0.417214 5.665624 0.2124 0.1202 -0.2297 0.112
H 1.039147 -2.193062 3.388529 -0.1128 -0.3220 0.2372 0.079
H 1.037144 -0.778534 4.426846 -0.0806 0.0416 0.0957 0.080
H -0.201062 -1.002973 3.152383 -0.0500 0.2272 0.1356 0.073
H -0.801727 -3.323115 7.817700 -0.4527 -0.1474 0.4547 0.068
H -0.852093 -3.677976 6.338406 -0.5726 -0.8116 -0.1885 0.058
C -6.165442 -0.007482 -1.512451 0.0461 0.4525 -0.4351 -0.063
C -6.337890 0.277281 -3.008468 0.1794 -0.4550 -0.0950 -0.418
C -5.410426 1.382676 -3.527592 0.4240 -0.2873 0.5599 -0.212
O -5.510994 1.491629 -4.933640 -0.7126 0.2958 0.1004 -0.182
C -4.691970 2.510575 -5.443415 0.4384 -0.3559 -0.8238 -0.111
N -6.102252 -1.001499 -3.704484 0.4852 0.8631 -0.5358 0.031
H -5.198694 -0.491279 -1.366039 0.0622 0.0440 0.0641 0.054
H -6.935351 -0.707219 -1.193419 -0.0448 0.0720 0.0661 0.076
H -6.208372 0.906813 -0.914747 -0.0612 -0.0594 0.0935 0.063
H -7.359705 0.593689 -3.244616 -0.0319 0.0188 0.1946 0.135
H -4.354070 1.165020 -3.310699 0.0366 -0.2957 0.3020 0.116
H -5.628041 2.314545 -2.993940 -0.2013 0.2536 -0.3959 0.102
H -4.822122 2.574376 -6.526974 -0.5056 -0.0120 0.0790 0.088
H -3.641027 2.203539 -5.372411 0.1944 0.3197 0.5665 0.060
H -4.882965 3.491247 -5.005011 0.1267 -0.0554 0.2317 0.087
H -5.096423 -1.192191 -3.528139 -0.6770 -0.2428 0.1190 0.011
H -6.126692 -0.706957 -4.682885 -0.1158 -0.5298 -0.0767 0.060
C -1.942281 0.240476 -0.008416 -0.0949 0.3378 -0.0222 -0.057
C -0.851623 0.081114 -1.045225 1.1475 -0.6743 1.1560 -0.371
C 0.557132 0.342267 -0.471544 0.1682 0.5438 -0.8349 -0.192
O 0.884352 -0.655003 0.477915 -0.2106 0.5433 0.6188 -0.187
C 2.238640 -0.632343 0.822942 1.1731 0.0019 0.2909 -0.110
N -0.896704 -1.324278 -1.483156 0.3335 0.3659 -0.9185 0.057
H -2.900778 0.113081 -0.514302 -0.1100 -0.1000 0.2002 0.072
H -1.928824 1.225731 0.465382 0.0421 0.0097 -0.0122 0.068
H -1.821533 -0.514600 0.768128 -0.0841 -0.0213 -0.0017 0.066
H -1.000926 0.811319 -1.843853 -0.0586 -0.3502 -0.3580 0.126
H 0.641537 1.388986 -0.143118 -0.0928 -0.2765 0.8154 0.105
H 1.331341 0.284434 -1.250473 -0.3265 -0.2123 -0.4345 0.105
H 2.650090 0.321252 1.180115 -0.6066 0.3863 -0.0879 0.094
H 2.900248 -0.905463 -0.009575 -0.2448 -0.1771 -0.2394 0.078
H 2.457364 -1.313604 1.646661 -0.4273 -0.3005 -0.1233 0.074
H -0.563233 -1.899511 -0.715204 -0.2552 0.1477 0.2092 0.046
H -0.150870 -1.433343 -2.170562 -0.1567 -0.0054 -0.1809 0.045
C -1.960389 -0.774641 -4.794975 -0.2041 0.1574 -1.0348 -0.047
C -2.945675 -1.907087 -4.516375 0.4707 0.3633 0.6897 -0.397
C -2.333689 -3.299404 -4.815736 -0.0238 0.8018 0.3830 -0.184
O -3.167500 -4.335022 -4.334935 -0.1884 -0.5001 -0.1717 -0.187
C -4.417969 -4.381047 -4.974335 -1.5124 0.5392 -0.5106 -0.119
N -3.348727 -1.836980 -3.083289 0.8628 -0.9014 -0.6509 0.043
H -1.158409 -0.671415 -4.064630 -0.0886 -0.2225 0.1027 0.059
H -2.490639 0.175236 -4.873707 -0.0966 0.0950 0.3224 0.059
H -1.493585 -0.879991 -5.780284 0.0687 -0.2102 0.0268 0.078
H -3.872574 -1.753230 -5.073630 0.2487 -0.0709 -0.4813 0.112
H -1.408150 -3.379534 -4.241553 0.0193 -0.0269 0.0696 0.112
H -2.055973 -3.429770 -5.867403 -0.3415 -0.0198 -0.1514 0.127
H -5.123063 -3.588394 -4.688909 0.4879 0.4206 0.2874 0.075
H -5.036397 -5.249715 -4.744679 0.8642 -0.5355 0.2464 0.089
H -4.368628 -4.300588 -6.064829 0.4391 -0.1790 -0.0742 0.093
H -3.422485 -2.841106 -2.902254 -0.5865 0.2220 0.7856 0.073
H -2.509819 -1.574138 -2.547510 -0.2934 -0.0680 -0.0018 0.027
C 0.381684 2.136565 -4.413982 -0.6519 -0.9478 0.0401 -0.054
C 0.491469 1.907134 -5.935635 0.7881 0.4982 0.7168 -0.404
C -0.401622 2.802652 -6.804170 0.1139 -0.5838 0.0120 -0.232
O 0.026313 4.134422 -6.821225 0.1112 0.1894 -0.2279 -0.180
C -0.734090 4.887465 -7.758471 -0.6678 -0.2171 1.2025 -0.094
N 1.935527 2.002198 -6.218504 -0.2498 0.7938 -1.2244 0.035
H -0.681494 2.126624 -4.160909 0.0448 0.3237 0.3529 0.066
H 0.914392 2.974206 -3.961898 -0.4345 0.5155 -0.8269 0.050
H 0.844970 1.316985 -3.854802 -0.1568 -0.3724 -0.3407 0.063
H 0.185212 0.894421 -6.208145 -0.0909 -0.1113 0.4027 0.121
H -1.444454 2.700866 -6.471024 -0.0416 0.2041 0.1822 0.112
H -0.401395 2.403007 -7.830933 0.1707 -0.0185 -0.0339 0.124
H -0.433057 5.927008 -7.666528 0.3052 -0.0608 -0.4392 0.090
H -1.780592 4.853239 -7.426940 -0.1107 0.0396 -0.1893 0.086
H -0.703806 4.453113 -8.759245 0.3562 0.2451 -0.1401 0.088
H 2.025798 1.988731 -7.238768 0.2104 -0.5082 0.0853 0.073
H 2.164481 2.987831 -6.071065 0.1420 -0.1355 0.4191 0.070
C 4.544886 -1.414452 4.367571 0.0459 0.6111 -0.5024 -0.061
C 5.110861 -2.168304 5.555404 -0.0931 -1.6153 -1.1127 -0.448
C 6.413508 -2.880555 5.138286 0.7816 1.0768 0.0017 -0.230
O 6.213129 -3.781879 4.075079 -0.6114 -0.2293 0.3110 -0.195
C 7.334470 -4.606627 3.865647 0.5942 0.5367 -0.2516 -0.111
N 5.167892 -1.349062 6.746342 0.9498 -0.1365 0.6246 0.044
H 3.883021 -0.597157 4.657626 -0.0837 -0.1409 0.2454 0.074
H 3.993440 -2.060623 3.684807 0.0773 -0.1135 0.0731 0.067
H 5.342948 -0.950122 3.777366 0.0538 0.0062 0.0358 0.074
H 4.479959 -3.055743 5.683778 -0.5223 0.4173 0.7075 0.140
H 6.904821 -3.388876 5.976936 -0.2582 -0.0651 0.2016 0.121
H 7.114387 -2.097458 4.801932 0.2050 -0.0198 0.0361 0.125
H 8.221824 -3.971506 3.746295 0.0814 -0.0759 -0.1435 0.089
H 7.188327 -5.159699 2.941358 -0.1123 -0.0785 0.0680 0.090
H 7.563241 -5.285832 4.692777 -0.3801 -0.0630 0.1021 0.087
H 5.833697 -0.583375 6.641682 -0.3136 0.1806 -0.5225 0.078
H 5.639133 -1.869985 7.486606 -0.4584 -0.2381 0.0586 0.072
C 0.211657 1.974103 3.084422 0.7946 0.2958 0.5701 -0.043
C -0.516890 2.633815 4.260165 -0.5391 -0.9132 -0.6623 -0.426
C 0.244340 3.769649 4.893076 0.3456 0.1616 -0.2184 -0.229
O 1.442290 3.286311 5.484274 -0.1769 0.6754 -0.0172 -0.181
C 2.042343 4.338139 6.239534 0.3452 -0.9440 -0.1978 -0.106
N -1.793210 3.129818 3.719292 0.0175 0.3849 0.7159 0.051
H -0.475228 1.452791 2.418595 -0.0326 0.0503 -0.0183 0.056
H 0.956684 1.254677 3.429489 -0.0499 0.0382 0.0094 0.064
H 0.768450 2.741369 2.542921 -0.1669 -0.0595 -0.3023 0.072
H -0.672928 1.877100 5.041313 -0.0115 -0.0309 0.0474 0.124
H -0.355770 4.289304 5.650477 -0.1842 -0.1518 0.0760 0.123
H 0.479765 4.519907 4.126820 0.0313 0.0147 -0.0770 0.128
H 2.260721 5.218794 5.631986 -0.3033 0.1308 -0.0761 0.087
H 3.003604 3.957975 6.581676 -0.0594 -0.0356 0.1894 0.085
H 1.404661 4.570668 7.093038 0.0455 0.2935 0.0673 0.086
H -2.373460 3.407259 4.507322 -0.1187 0.1982 -0.1965 0.073
H -2.318186 2.379945 3.284258 0.0900 -0.0650 -0.0194 0.035
C 2.353866 3.326190 -1.751799 -0.2546 -0.7394 0.9222 -0.077
C 1.068106 3.943212 -1.251652 0.0264 1.3070 -0.9159 -0.336
O 1.003318 3.780977 0.145061 0.2092 -0.2095 0.3378 -0.083
H 2.322075 2.270456 -1.462475 0.2055 -0.0844 -0.5462 0.061
H 3.196245 3.729464 -1.188467 -0.0169 0.3089 -0.2133 0.068
H 2.486936 3.473474 -2.820272 0.1206 -0.1198 0.0782 0.068
H 0.170223 3.599036 -1.776638 0.0602 -0.5931 0.1683 0.092
H 1.119662 4.998291 -1.563334 -0.1196 0.1831 0.4914 0.115
H 0.171528 4.080484 0.523789 -0.1001 0.0863 -0.2454 0.087
C -2.982368 3.740026 -1.604097 0.2385 -0.9367 0.2203 -0.078
C -4.420273 4.081632 -1.274649 0.2711 1.0424 -0.9023 -0.284
O -4.904054 4.795017 -2.444659 -0.3329 -0.4042 0.2888 -0.109
H -2.467999 3.087843 -0.890439 -0.3100 0.3269 0.5164 0.055
H -2.382967 4.638753 -1.732780 -0.0565 0.0122 -0.2060 0.079
H -2.948862 3.100229 -2.490217 -0.1285 0.4646 -0.3713 0.062
H -4.505510 4.830821 -0.484017 0.1794 -0.5871 0.5546 0.113
H -5.057208 3.211178 -1.109179 0.1923 -0.0721 0.2982 0.089
H -5.802778 5.047325 -2.203381 0.0164 0.1644 -0.3572 0.082
C 5.479037 -2.876382 -0.515175 -0.4127 -0.3699 -0.2792 -0.082
C 5.732246 -2.160021 0.796629 0.3696 -0.3555 -0.3155 -0.316
O 7.090716 -1.706554 0.745254 -0.3462 0.1233 0.4910 -0.082
H 5.803382 -2.303846 -1.385328 0.0206 0.2616 0.1677 0.077
H 4.428006 -3.131883 -0.669658 -0.0985 0.1879 0.2142 0.055
H 5.995935 -3.835835 -0.576416 0.2326 0.1039 0.2455 0.077
H 5.597059 -2.840710 1.642354 -0.0037 -0.0896 -0.0162 0.097
H 5.059869 -1.315695 0.974870 -0.0630 0.0623 -0.2767 0.079
H 7.216650 -1.219908 1.568108 0.3073 0.0596 -0.1291 0.077
C 1.516900 -3.534757 -2.686177 -0.2272 0.2857 0.9564 -0.070
C 2.528737 -2.551229 -3.213522 -0.1057 0.5897 -0.7447 -0.285
O 1.834256 -1.338559 -3.514013 -0.5831 0.3980 0.1758 -0.108
H 2.009802 -4.366915 -2.184677 -0.1402 -0.3698 -0.4884 0.083
H 0.735673 -3.799263 -3.397161 0.4736 -0.4299 -0.3805 0.070
H 0.919739 -3.095279 -1.882216 0.3867 0.2506 0.1414 0.050
H 2.974043 -2.870819 -4.163486 0.1701 -0.4389 0.3218 0.117
H 3.324052 -2.316661 -2.498508 -0.0492 -0.3402 0.0416 0.088
H 2.355928 -0.781457 -4.097766 0.1016 -0.0082 -0.0260 0.080
C -0.781983 -3.904114 1.242513 0.3593 -0.2237 -0.7576 -0.068
C -1.295653 -4.799439 0.106734 0.1993 0.0578 -0.6003 -0.295
O -0.255024 -5.621650 -0.445459 0.2585 -0.0828 0.6994 -0.094
H -0.131722 -3.114551 0.858519 -0.1935 0.1518 -0.0786 0.045
H -0.136139 -4.426216 1.949483 -0.3497 -0.3886 0.0537 0.080
H -1.628970 -3.464822 1.766849 0.0622 0.0787 0.0661 0.072
H -1.633892 -4.233260 -0.769128 -0.4150 0.5537 0.4994 0.097
H -2.140056 -5.408054 0.442642 0.1062 -0.0905 0.1474 0.108
H -0.645802 -6.154257 -1.143311 0.0016 0.0072 -0.0090 0.079
C 5.836900 1.433548 -0.498105 -1.0334 -0.4752 -0.2982 -0.073
C 5.422619 2.564926 0.396359 0.2612 0.8552 0.5014 -0.326
O 5.960930 2.359302 1.706256 0.0634 -0.3909 0.1115 -0.088
H 6.890061 1.182172 -0.405974 -0.0197 0.0073 0.0020 0.083
H 5.566319 1.624769 -1.539276 0.3411 0.3802 -0.0382 0.077
H 5.204096 0.569258 -0.276714 0.4179 -0.2267 0.3096 0.052
H 4.337162 2.666115 0.500975 0.0062 -0.1425 -0.3821 0.095
H 5.820851 3.525129 0.041332 -0.1427 -0.0795 -0.2349 0.110
H 5.466813 2.914031 2.314741 0.0444 0.0116 0.0582 0.076
C -3.548503 -0.455200 2.990257 0.3820 -0.0795 -0.2740 -0.079
C -4.612999 0.522710 2.527385 -0.3237 0.3164 0.5030 -0.296
O -4.744429 1.562625 3.499641 0.0624 0.3884 0.0299 -0.095
H -3.444643 -1.332297 2.350423 -0.1154 0.0255 -0.0651 0.074
H -3.683723 -0.808623 4.014999 -0.4013 0.0184 -0.0284 0.069
H -2.582078 0.055856 2.998175 0.0258 -0.0101 -0.0746 0.051
H -5.609327 0.106329 2.349458 0.1872 -0.4621 0.0406 0.112
H -4.350173 1.046479 1.607424 0.2595 -0.1864 -0.0276 0.098
H -4.957217 1.168636 4.351283 -0.0305 -0.0663 -0.0591 0.081